(1)
102
Properties=species:S:1:pos:R:3:forces:R:3:mulliken_spin:R:1 method="wB97M-V/def2-TZVPD" multiplicity=6 fmax_ev_per_a=1.4 charge=+1 s2=8.77 gap_ha="0.3040 / 0.2173" e_homo_ha="-0.38415 / -0.40581"
Ir 1.12144 -0.24178 0.19122 -0.61 0.05 -0.18 2.663
Te -1.30839 1.79455 -2.32707 -0.84 0.01 -0.54 0.702
Ge 1.36388 -0.31546 4.01822 -0.18 0.12 0.47 0.047
S 1.16067 -1.49093 2.16426 0.27 0.07 -0.42 0.454
F -1.30108 5.11035 3.72221 -0.14 0.29 -0.04 0.000
F -2.62812 -1.67051 7.30451 -0.11 0.05 0.04 0.000
F 4.13495 -0.33759 2.47870 -0.02 -0.01 -0.02 0.011
F 2.35597 2.60328 5.08318 0.16 -0.22 0.11 -0.001
F 0.86742 -4.73333 6.75542 0.08 -0.14 0.02 0.000
F 7.06881 0.04293 6.06309 0.25 0.02 0.11 0.000
F -1.49536 -4.04995 7.86029 -0.09 -0.12 0.14 0.000
F 2.49963 -0.00573 6.90704 -0.23 -0.04 -0.05 -0.001
F 1.07320 4.91668 4.97948 0.07 0.10 0.05 0.000
F -1.20948 0.57334 2.72037 0.09 -0.10 0.13 0.014
F -2.42283 2.94610 2.56144 -0.16 0.01 -0.10 -0.001
F 5.00380 0.12510 7.79442 0.01 0.01 0.13 0.000
F 2.09809 -3.06328 5.07319 0.01 0.15 -0.07 0.004
F -1.43874 0.04053 5.65665 0.09 0.08 -0.12 0.000
F 6.62072 -0.18714 3.40996 0.05 0.01 -0.07 0.000
O 1.19219 1.98225 1.27690 0.46 0.11 -0.17 0.121
N 0.98335 -2.22742 -0.98078 0.12 -0.09 -0.20 0.126
N 0.05688 1.34651 -0.54021 1.01 -0.13 0.95 0.382
N 3.30428 0.28606 -0.25443 0.03 -0.35 -0.20 0.190
C -3.80064 1.56124 -5.99658 -0.12 -0.05 0.11 0.005
C 0.46519 2.31917 0.31867 -0.33 -0.12 -0.51 0.090
C 5.83216 -0.03930 5.61418 0.17 0.01 0.13 0.000
C -0.68598 3.94431 3.78634 -0.05 0.15 0.00 -0.002
C 4.77277 -0.00305 6.49701 0.07 -0.01 0.15 0.001
C -1.25953 2.83546 3.20181 -0.12 -0.03 -0.01 0.012
C -1.62721 2.22529 -6.72709 0.12 0.04 -0.04 0.008
C 1.94552 -2.50738 -2.07915 -0.11 0.04 -0.03 0.024
C 3.95268 -2.09617 -0.54505 -0.05 0.05 -0.04 0.049
C 0.61366 1.47991 3.91588 -0.20 -0.08 0.24 -0.020
C -2.03994 1.82346 -4.40012 0.24 0.28 0.14 0.068
C -3.69846 -4.12270 -1.56401 0.01 0.14 0.00 0.000
C -1.06493 -0.92343 -4.37287 -0.16 -0.23 0.16 0.004
C 3.21322 -0.21526 4.65907 -0.12 0.00 -0.12 0.028
C -2.40782 -2.40666 -2.89857 0.13 0.05 -0.04 -0.010
C 0.31947 -3.55952 6.47345 0.02 -0.11 0.05 -0.001
C -3.42622 1.92455 -8.47005 0.05 -0.04 0.16 0.001
C 4.30428 -0.23451 3.81511 -0.22 -0.07 -0.09 -0.008
C 0.52697 3.84087 4.42776 0.08 0.13 0.01 0.002
C -3.13210 0.53369 0.16226 0.22 -0.34 -0.15 0.026
C -3.11901 -2.74083 -1.75260 -0.01 -0.13 0.03 0.016
C -0.88812 -3.21026 7.04143 -0.08 -0.16 0.13 0.000
C -4.40272 1.19545 -3.58875 0.17 0.00 -0.18 0.039
C 0.28433 2.57191 -5.14604 -0.16 -0.10 -0.01 0.085
C 0.38614 -1.43889 5.29825 0.09 0.01 -0.06 0.008
C 5.60058 -0.15465 4.26284 0.18 -0.01 -0.17 0.003
C 3.48718 -0.09078 6.01335 -0.09 0.08 -0.15 0.000
C -1.15561 2.20017 -5.41975 -0.11 0.04 -0.08 -0.037
C -0.60975 1.63273 3.28350 0.09 -0.16 0.35 0.008
C -2.05798 -0.16417 -2.09206 0.14 -0.22 0.21 0.051
C -1.85233 -1.13826 -3.09139 0.14 -0.02 0.02 -0.050
C -2.94486 1.89500 -7.03584 -0.05 0.00 -0.21 0.009
C 0.93060 -2.67745 5.61467 0.03 0.18 -0.15 0.001
C -1.46595 -1.99404 6.75278 -0.12 0.07 0.04 0.002
C -0.82865 -1.12759 5.88949 0.18 0.09 -0.08 0.008
C 1.16839 2.62010 4.47787 -0.11 -0.28 -0.18 0.005
C 3.29245 -3.00176 -1.58268 -0.02 -0.03 0.21 -0.007
C -3.29486 -1.75960 -0.78289 -0.11 0.06 0.08 -0.008
C -3.38105 1.52409 -4.66352 -0.07 0.07 0.04 -0.005
C -2.80403 -0.46479 -0.93192 0.02 0.04 0.01 -0.061
C 4.15617 -0.65807 -1.02927 -0.07 0.08 0.10 -0.036
C 0.06683 3.76003 0.16883 -0.07 -0.04 -0.06 0.000
H -4.11834 0.32617 0.57727 0.02 -0.02 -0.04 0.002
H 0.35921 3.33601 -4.37008 0.01 0.03 0.03 0.000
H -3.44237 -4.52419 -0.58056 0.00 0.04 -0.07 0.001
H -0.95635 3.89570 0.52670 -0.02 0.00 -0.04 0.000
H -2.26860 -3.15581 -3.67579 0.00 0.08 0.10 0.000
H 3.17578 -4.00250 -1.15084 0.00 0.06 -0.08 -0.001
H -3.33992 -4.81531 -2.32609 -0.01 0.05 0.04 0.000
H -1.71068 -0.56054 -5.17533 0.05 -0.06 0.05 0.002
H 3.66023 0.35606 0.68960 0.11 0.08 0.19 -0.015
H 3.34895 1.22190 -0.63901 -0.04 0.11 -0.09 0.000
H 5.20389 -0.37148 -0.94250 0.02 0.09 0.03 0.002
H -4.31981 0.15949 -3.25214 -0.03 0.06 -0.06 -0.003
H -2.41026 0.46692 0.97764 -0.07 0.01 -0.15 0.002
H -2.92521 1.15455 -9.06360 -0.03 0.05 0.06 0.000
H 0.86643 1.70611 -4.81569 0.00 0.01 0.01 -0.015
H -0.62467 -1.86572 -4.70676 -0.04 0.02 0.09 0.001
H 0.04243 -2.19539 -1.36352 -0.17 -0.03 -0.06 -0.030
H -0.26363 -0.19994 -4.25307 0.10 0.05 0.03 0.018
H -4.78950 -4.09237 -1.62456 0.07 0.01 -0.01 0.002
H -3.86367 -1.99638 0.11587 0.08 0.03 -0.14 0.001
H 0.98581 -2.98892 -0.30497 0.01 0.00 -0.01 0.002
H 3.33417 -2.06820 0.35443 0.06 -0.05 0.09 -0.003
H 0.73095 4.38240 0.76322 0.00 -0.02 0.03 0.002
H 4.90094 -2.53613 -0.23853 0.03 0.02 -0.04 0.001
H -3.20488 2.88786 -8.93465 -0.02 -0.05 0.04 0.000
H -0.95018 2.51575 -7.52976 -0.10 -0.04 0.12 -0.003
H 1.53429 -3.25706 -2.75450 -0.11 -0.03 -0.07 0.002
H -4.84095 1.33139 -6.21920 0.12 0.05 0.03 0.004
H -4.28631 1.83705 -2.71154 0.00 -0.02 -0.01 -0.009
H 3.94254 -3.11057 -2.45425 0.00 -0.03 0.01 0.000
H -4.50218 1.75262 -8.53452 0.10 0.02 0.03 0.000
H 0.76177 2.96776 -6.04124 -0.03 -0.02 0.01 0.004
H -5.41290 1.34053 -3.96954 0.04 0.04 -0.03 0.000
H 2.05559 -1.58454 -2.65243 -0.03 -0.01 0.00 0.000
H 0.10353 4.07863 -0.87111 -0.03 0.05 -0.03 0.007
H -3.12993 1.55836 -0.19280 -0.02 0.18 -0.07 0.001
H 3.88170 -0.55318 -2.07855 0.01 0.01 -0.03 0.003

---

(2)
91
Properties=species:S:1:pos:R:3:forces:R:3:lowdin_charge:R:1 method="wB97M-V/def2-TZVPD" smiles="C[C@@H](O)CNCCOc1ccc2c(c1[PH2]=N)Sc1ccccc1N2S(=O)(=O)F.CCOC(C)=O.CCOC(C)=O.CCOC(C)=O" fmax_ev_per_a=6.9 gap_ha=0.2766 e_homo_ha=-0.31073
S -1.12952 2.38550 -1.85241 6.02 3.03 -1.37 0.819
S 0.75654 0.36302 -4.27335 -1.53 -0.84 0.79 0.893
P 3.16432 -2.03742 -3.11529 0.72 -0.70 1.65 0.719
F -2.31192 3.15684 -0.90684 1.88 -1.79 -1.84 -0.224
O 4.09978 -2.19693 6.23641 -0.47 -0.32 -0.17 -0.001
O -0.66410 0.49577 4.88477 0.24 0.20 -0.90 -0.113
O 0.34679 7.83220 5.47786 0.07 -0.54 -0.80 0.095
O -5.98522 -1.69332 -5.15089 0.31 -0.30 -0.81 0.086
O 0.81449 6.72860 3.61101 0.54 -0.03 0.17 0.000
O 2.21159 -3.18037 -0.10286 -1.01 3.08 -1.09 -0.137
O -5.19120 -2.24914 -7.14613 0.21 0.56 -0.04 -0.013
O -0.79140 3.18150 -3.08128 -2.81 -1.76 3.22 -0.298
O 0.15246 2.25093 -1.05126 -4.93 -0.14 -0.90 -0.309
O 4.91421 -3.09759 4.38055 -0.18 0.33 0.85 0.083
N 1.95499 -0.74753 2.44459 -0.67 -0.03 0.18 -0.092
N -1.77119 0.82212 -2.29880 1.73 -0.35 -0.74 -0.170
N 4.46277 -2.20547 -2.18826 -0.94 -0.80 -1.23 -0.331
C -1.40085 0.51381 -6.34941 -2.70 0.36 2.67 -0.059
C -1.45597 6.62769 4.53925 -0.22 -0.58 0.29 0.006
C -0.24443 6.24951 1.47243 -0.18 0.17 -0.08 -0.058
C 5.11972 -2.64687 5.48615 0.31 -0.09 -0.60 -0.514
C 4.66241 -0.40317 7.78015 0.12 0.14 -0.12 -0.065
C -4.52499 -3.16061 -8.03248 -0.13 -0.22 -0.13 -0.231
C 2.53880 -2.10108 2.21656 -0.39 -0.71 -0.67 -0.174
C -0.02531 7.09006 4.59669 -0.19 0.54 0.57 -0.526
C 0.80010 -0.77453 3.37967 0.01 0.96 0.31 -0.202
C -0.76024 -0.17374 -1.86104 2.19 -3.49 2.33 -0.235
C -0.99240 0.54556 -4.85822 -3.30 0.22 0.21 -0.390
C -2.91653 0.64701 -6.69650 0.83 0.19 2.95 -0.051
C -3.59952 0.85929 -4.12355 2.82 -0.37 -2.49 0.028
C 1.59372 -1.58637 -2.12263 -3.07 1.11 1.35 -0.228
C 0.01326 -1.90164 0.03729 -0.07 1.83 -2.82 0.018
C 4.20807 -1.84027 7.62276 0.11 0.27 0.13 -0.229
C 0.53764 5.70166 2.64674 -0.16 0.01 -0.22 -0.232
C -5.52559 -3.99313 -8.80860 -0.20 -0.07 0.03 -0.066
C -4.02489 0.80876 -5.61047 3.63 -0.22 1.29 -0.051
C 1.32070 -2.24151 -0.74794 -2.42 1.14 -0.55 -0.200
C 3.09630 -2.30221 0.70499 0.48 1.23 1.32 -0.149
C -5.64152 -4.00577 -5.49096 0.53 -0.29 0.30 0.010
C 0.33491 0.71533 3.83143 -1.06 -0.98 -1.19 -0.339
C 0.53298 -0.54740 -2.65514 -1.60 -0.65 2.47 -0.354
C -1.03402 -0.88770 -0.48351 3.63 -0.94 -2.21 0.033
C -2.07810 0.73913 -3.74450 -2.23 0.04 -3.89 -0.217
C -0.44891 1.47116 2.62112 0.82 0.68 -0.02 -0.051
C -5.59676 -2.55961 -5.90230 -0.41 0.11 0.65 -0.522
C 6.52433 -2.50204 6.00440 0.30 -0.50 0.35 0.010
H -1.58572 5.65812 4.06194 -0.04 0.12 -0.20 0.068
H -6.63360 -4.40821 -5.70222 0.07 0.02 -0.01 0.098
H -4.88307 -4.62249 -5.96943 -0.17 -0.04 -0.16 0.071
H -1.50071 0.24884 4.41755 1.15 0.30 0.62 0.088
H 4.68399 -0.11979 8.83484 -0.02 -0.03 -0.06 0.083
H 1.67118 -2.85775 2.32378 1.54 0.64 0.06 0.118
H 1.23040 1.32768 4.19371 -1.49 -0.94 -0.16 0.147
H 6.94093 -1.55707 5.65193 -0.04 -0.05 0.04 0.099
H -3.21836 0.63331 -7.80161 0.50 -0.01 1.91 0.094
H -5.45089 -4.06613 -4.41727 -0.25 0.12 -0.13 0.094
H 4.16696 -2.70398 0.76684 -1.79 0.30 -0.55 0.132
H 3.98490 0.27082 7.24922 -0.02 -0.11 0.11 0.085
H -0.61033 0.40400 -7.17943 -1.46 0.16 1.60 0.102
H -0.15442 -1.25471 2.92199 1.32 0.42 0.72 0.111
H 2.83375 -3.29646 -3.75857 -0.19 1.10 0.00 0.015
H -5.01432 -4.64077 -9.52438 -0.02 0.05 0.04 0.083
H 3.37665 -1.04739 -4.14422 -0.86 -0.45 0.53 -0.012
H -3.79734 -3.77244 -7.49400 -0.12 0.02 0.06 0.115
H -1.96494 -0.63852 0.13574 1.55 -0.41 -1.15 0.114
H 6.60066 -2.55793 7.08860 -0.03 0.24 -0.01 0.070
H -0.48533 0.82113 1.68201 -0.13 0.85 1.28 0.050
H -1.50379 1.80950 2.95237 1.65 -0.78 -0.50 0.091
H 3.37226 -2.29687 2.99219 -1.51 0.16 -1.32 0.102
H 1.50823 5.34445 2.29383 0.00 0.18 0.24 0.126
H 1.67770 -0.28067 1.57009 0.19 -0.52 0.46 0.088
H 0.09058 2.44322 2.31453 -0.73 -1.52 0.42 0.071
H -4.36510 1.00184 -3.28024 1.35 -0.30 -1.50 0.113
H -1.22178 6.62885 1.77837 0.02 -0.12 0.00 0.069
H -6.12932 -4.61856 -8.14773 0.12 -0.03 -0.02 0.068
H 5.65828 -0.24624 7.36046 -0.01 -0.06 0.11 0.068
H -2.05507 7.37854 4.02150 0.04 -0.07 0.01 0.096
H 0.28823 7.08618 1.01258 0.05 -0.15 0.04 0.086
H -1.82489 6.51638 5.56118 0.07 0.27 -0.13 0.092
H 3.20587 -1.94807 8.04460 0.04 -0.10 -0.29 0.124
H -3.95288 -2.54419 -8.73033 -0.12 0.14 0.23 0.121
H 1.11472 -1.35157 4.31600 -0.56 0.80 -1.28 0.133
H 7.12418 -3.32677 5.61343 -0.11 0.23 -0.18 0.094
H 0.04323 4.84567 3.11272 -0.04 0.12 0.05 0.100
H 4.74675 -3.19911 -2.32958 -0.06 0.98 0.47 -0.027
H -6.21858 -3.34617 -9.35308 0.15 -0.02 0.01 0.086
H -5.14658 0.88685 -5.85603 2.19 -0.23 0.26 0.104
H -0.39669 5.47451 0.71755 0.03 0.03 0.05 0.076
H -0.17834 -2.40489 1.04042 0.45 0.70 -1.64 0.096
H 3.07963 -1.27886 0.17615 0.59 -1.56 0.94 0.118
H 4.84665 -2.54426 8.16181 0.05 0.04 -0.13 0.114